# 1
Density functional theory data (ωB97M-V with the def2-TZVPD basis set) for a cluster of 2 separate species, C7H8FNO6PS in total.

Calculated values
- total charge = -1
- E (eV) = -43999.04155
- LUMO (eV) = -0.70
- HOMO energy (eV) = -3.07

Each line ends with the Löwdin charge.
Positions of all 25 atoms, in Å:
O  -1.861345  -3.524262  3.644564  0.04
H  4.817606  1.894982  -1.028434  0.06
C  -2.493443  -3.861776  0.100673  -0.42
O  -0.248093  0.991233  -0.569040  -0.40
C  -1.879010  -3.156146  2.479204  -0.37
O  -0.930689  -1.001109  2.869266  0.06
H  2.412157  1.397128  -0.508888  0.08
H  4.144789  3.024454  0.010745  0.05
H  2.809254  1.680450  -2.282249  0.09
N  4.118253  2.617394  -0.913857  -0.08
O  -2.977195  -4.629775  -0.749938  0.01
H  1.928114  4.521889  -0.426561  -0.04
C  2.780548  2.125142  -1.268357  -0.47
H  -1.001505  -0.684606  0.230142  0.08
S  -0.452291  2.474407  -0.675181  0.57
H  -2.864763  -4.955808  1.889260  0.11
C  -1.374821  -1.616742  0.644355  0.12
F  -1.762842  2.838992  -1.728965  -0.36
C  -1.861367  -2.555868  -0.372728  -0.34
O  -1.740859  -2.247537  -1.546550  0.08
O  -0.705345  3.035362  0.676024  -0.41
C  -1.343842  -1.801983  2.016253  -0.37
C  -2.446337  -4.047761  1.468782  0.07
H  1.441200  3.987953  -2.643829  -0.03
P  1.491833  3.493980  -1.314702  0.86

Forces on the atoms, in the same order (eV/Å):
O 0.2 0.5 0.3
H -0.1 0.0 0.3
C -0.2 0.1 -1.9
O 0.0 2.5 -1.0
C -0.6 -1.1 -0.6
O -0.1 -0.2 -0.9
H -0.1 0.2 -0.8
H 0.1 -0.3 0.0
H -0.2 0.1 0.7
N -0.3 0.4 -0.7
O 0.2 0.3 0.7
H 0.4 -0.1 -0.6
C 0.1 0.2 0.6
H -0.3 0.0 0.2
S -2.6 -3.9 3.3
H 0.1 -0.1 -0.1
C 0.0 0.5 -2.0
F -0.4 -0.1 0.5
C 0.6 0.7 0.5
O -0.2 -0.4 -0.1
O 0.2 0.1 -2.6
C 0.1 -0.5 2.4
C 0.1 0.2 1.7
H 0.2 0.1 0.5
P 2.7 0.8 -0.1

# 2
Density functional theory data (ωB97M-V with the def2-TZVPD basis set) for an isolated molecule of C7H8IN3.

Calculated values
- total charge = 0
- energy relative to the best compared isomer or geometry (same formula, charge and spin) (kcal per mole) = 71.56
- E (eV) = -19955.02544
- structure (SMILES) = CN1NN2C=CC=CC2=C1I
- LUMO (eV) = 0.38
- HOMO energy (eV) = -6.60

Each line ends with the Löwdin charge.
Positions of all 19 atoms, in Å:
C  -1.686520  0.974797  -0.774429  -0.04
H  1.160625  -3.517285  -0.244856  0.07
C  -0.744291  0.002730  -0.325322  -0.27
H  2.048804  0.111771  -0.095742  0.15
H  0.512516  1.708061  2.291839  0.10
C  -1.716230  2.203508  -0.183299  -0.09
C  -0.035164  1.664513  1.438204  -0.09
N  0.169669  0.518822  0.739443  -0.03
N  1.367573  -0.360081  0.614458  0.04
H  2.060892  -2.487882  -1.338382  0.07
C  -0.990433  2.463341  0.996339  -0.13
H  -1.152308  3.434889  1.577545  0.13
C  -0.414398  -1.273115  -0.486125  -0.63
C  1.705653  -2.572570  -0.304916  -0.14
H  -2.268515  0.748903  -1.619335  0.08
N  0.791923  -1.608060  0.192161  -0.23
H  -2.250366  3.106625  -0.580048  0.12
I  -1.196188  -2.474577  -2.093557  0.81
H  2.636757  -2.644390  0.196021  0.07

Forces on the atoms, in the same order (eV/Å):
C 0.2 1.1 0.4
H 0.4 -0.1 0.0
C 0.9 1.6 2.8
H -1.6 -1.1 0.5
H 1.6 0.8 2.3
C -0.7 0.3 -1.0
C 0.0 -2.3 -2.1
N 0.2 -3.2 -2.8
N 0.5 2.1 0.8
H -0.5 0.6 -0.5
C -0.4 3.5 1.8
H 0.1 -1.6 -1.0
C 0.1 -1.2 -2.3
C -0.5 -1.1 -1.1
H -0.6 -0.2 -1.0
N -0.5 1.5 0.8
H 0.1 -1.5 0.1
I 0.4 0.6 0.9
H 0.5 0.1 1.4